This record from OMol25 describes C17H38LiNO17P as an isolated structure at a distorted geometry. The level of theory is ωB97M-V/def2-TZVPD.

Values from the calculation:
Charge ... -1
Gap between HOMO and LUMO ... 3.6 eV
Energy relative to the best compared isomer or geometry (same formula, charge and spin) ... 195.1 kJ/mol

```
75
Properties=species:S:1:pos:R:3:mulliken_charge:R:1
C 10.06 23.10 59.58 -1.213
N 8.61 22.87 59.95 0.607
C 8.06 22.03 58.86 -1.401
C 8.50 22.24 61.26 -0.763
C 7.99 24.28 59.81 -1.054
C 6.45 24.17 60.09 -0.012
O 6.03 25.56 59.92 -0.646
H 10.47 22.27 59.72 0.655
H 10.55 23.72 60.44 0.365
H 10.35 23.71 58.69 0.318
H 8.75 21.10 58.48 0.217
H 7.88 22.52 58.08 0.817
H 7.10 21.61 59.22 0.395
H 7.47 22.07 61.63 0.302
H 8.88 22.96 62.09 0.359
H 9.17 21.28 61.55 0.273
H 7.86 24.78 58.81 0.326
H 8.19 25.02 60.50 0.444
H 6.25 23.75 61.12 0.290
H 5.70 23.64 59.37 0.000
H 5.72 25.85 58.98 0.489
Li 3.60 25.50 57.26 1.392
P 5.80 25.14 56.17 -0.547
O 4.41 25.15 55.60 -0.131
O 6.33 23.69 56.13 -0.883
O 5.46 25.71 57.49 -0.553
O 6.60 26.03 55.44 -0.853
C 3.82 28.39 58.88 0.515
O 2.43 28.37 59.01 -0.412
C 1.68 27.60 58.21 0.702
O 2.14 27.15 57.27 -0.269
O 0.39 27.37 58.49 -0.506
C -0.34 26.31 57.86 -0.505
H 4.33 27.41 59.01 -0.488
H 4.47 29.09 59.59 0.263
H 4.19 28.64 57.92 -0.082
H 0.29 25.33 57.94 0.082
H -0.17 26.56 56.72 0.175
H -1.09 26.41 58.30 0.500
C 4.23 32.81 55.38 -0.632
O 3.70 31.62 54.96 -0.369
C 4.37 30.48 55.13 0.781
O 5.52 30.35 55.52 -0.573
O 3.64 29.37 54.84 -0.292
C 4.10 28.05 54.81 -0.909
H 3.63 33.62 55.37 0.279
H 5.16 32.85 54.70 0.246
H 4.33 32.76 56.45 0.258
H 4.53 27.72 53.93 0.539
H 3.37 27.32 55.10 0.144
H 4.81 27.99 55.48 0.489
C 3.82 21.94 57.60 -0.608
O 3.61 22.36 59.01 -0.441
C 3.05 23.55 59.18 0.727
O 2.63 24.29 58.32 -0.326
O 3.11 23.89 60.39 -0.387
C 2.55 25.09 60.79 -0.645
H 4.51 22.54 57.08 0.243
H 2.90 21.94 56.90 0.218
H 3.99 20.96 57.71 0.368
H 2.57 25.27 61.79 0.483
H 1.52 25.30 60.54 0.310
H 3.08 26.14 60.57 0.048
C 1.89 24.71 54.48 -0.467
O 0.96 23.87 53.85 -0.207
C 0.55 23.84 52.65 0.825
O 1.16 24.52 51.78 -0.664
O -0.34 23.02 52.38 -0.347
C -0.78 22.87 51.00 -0.620
H 2.12 24.39 55.53 0.123
H 1.56 25.76 54.54 0.113
H 2.85 24.62 53.94 0.350
H -0.83 23.81 50.52 0.322
H -1.74 22.23 50.87 0.221
H 0.01 22.16 50.35 0.236
```

=====

This record from OMol25 describes C14H24EuNO2P as an isolated structure at a distorted geometry. The level of theory is ωB97M-V/def2-TZVPD.

Values from the calculation:
2S+1 ... 8
Gap between HOMO and LUMO (spin up / spin down) ... 6.8 / 7.0 eV
Energy relative to the best compared isomer or geometry (same formula, charge and spin) ... 60.1 kJ/mol

```
43
Properties=species:S:1:pos:R:3:mulliken_spin:R:1
C 1.69 4.12 -2.32 0.003
C 1.38 4.21 -0.96 -0.001
C 0.90 3.06 -0.27 0.005
C 0.78 1.84 -0.91 -0.008
C 1.09 1.75 -2.26 -0.034
C 1.55 2.88 -2.96 -0.003
C 0.64 3.18 1.21 0.011
C -0.79 2.91 1.74 -0.005
N -1.55 1.85 0.99 -0.021
Eu 0.26 0.17 0.91 7.010
C 0.81 0.47 -3.02 0.000
P -0.71 -0.35 -2.39 0.011
H 1.51 5.14 -0.39 0.000
H 1.74 2.73 -4.03 0.000
H 2.06 4.99 -2.88 0.000
H 1.62 -0.27 -2.91 0.001
H 0.61 0.73 -4.06 0.001
H 1.32 2.52 1.80 0.002
H 0.88 4.22 1.47 -0.001
H -0.72 2.58 2.79 0.001
C -0.61 -1.96 -3.22 -0.001
C -2.00 0.49 -3.36 0.001
H -1.42 3.83 1.71 -0.002
C -2.32 2.39 -0.14 0.000
C -2.39 0.97 1.82 0.009
H 0.23 -1.44 -0.79 0.007
H -3.11 3.08 0.21 0.000
H -1.66 2.93 -0.83 0.000
H -2.78 1.58 -0.72 0.002
H -3.28 1.48 2.23 0.000
H -2.72 0.11 1.20 0.000
H -1.78 0.57 2.66 0.002
H -1.85 0.27 -4.43 0.000
H -2.99 0.15 -3.00 0.000
H -1.91 1.57 -3.15 0.001
H -0.67 -1.84 -4.31 0.000
H 0.31 -2.48 -2.94 0.001
H -1.45 -2.59 -2.88 0.000
H -0.57 -1.48 -0.56 0.012
O 1.57 -1.40 4.87 0.000
C 1.31 -1.46 3.67 -0.001
O 1.37 -0.49 2.78 -0.002
H 0.96 -2.41 3.20 0.002
```

=====

This record from OMol25 describes a 6-piece molecular cluster, C14H42N2O6 overall at a distorted geometry. The level of theory is ωB97M-V/def2-TZVPD.

Values from the calculation:
Gap between HOMO and LUMO ... 10.1 eV
SMILES ... COC[C@H](C)N.COC[C@H](C)N.CCO.CCO.CCO.O
Energy relative to the best compared isomer or geometry (same formula, charge and spin) ... 2.2 kJ/mol

```
64
Properties=species:S:1:pos:R:3:mulliken_charge:R:1
C -2.79 0.80 1.85 -0.862
C -1.35 1.28 1.74 0.514
O -0.75 1.46 3.02 -0.613
H -3.55 1.51 2.17 0.407
H -2.90 -0.11 2.44 0.186
H -3.03 0.46 0.83 0.166
H -1.22 2.17 1.11 0.334
H -0.81 0.50 1.21 -0.449
H -1.24 2.04 3.59 0.306
C 3.35 -2.82 -4.07 -1.241
C 2.17 -2.35 -3.26 0.036
O 2.59 -1.68 -2.08 -0.489
H 2.99 -3.31 -4.98 0.349
H 3.98 -3.47 -3.45 0.308
H 4.00 -1.99 -4.35 0.295
H 1.46 -3.15 -3.04 0.310
H 1.66 -1.59 -3.88 0.160
H 1.93 -1.84 -1.39 0.338
C -2.58 -2.39 -1.46 -1.087
C -2.25 -1.34 -2.51 -0.214
O -1.42 -0.38 -1.87 -0.255
H -3.26 -3.13 -1.89 0.419
H -3.18 -1.96 -0.65 0.214
H -1.74 -2.94 -1.05 0.253
H -3.15 -0.88 -2.92 0.292
H -1.69 -1.81 -3.32 0.321
H -0.97 0.20 -2.48 0.107
O 0.68 -1.53 0.08 -0.555
H -0.16 -1.16 -0.19 0.150
H 0.63 -1.60 1.07 0.366
C 2.48 6.23 -3.32 -1.324
C 1.55 5.48 -2.38 0.314
C 1.49 3.97 -2.80 -0.855
O 0.87 3.27 -1.73 -0.286
C 1.05 1.88 -1.78 -0.561
N 2.01 5.64 -0.97 -0.789
H 3.54 6.08 -3.12 0.314
H 2.34 7.31 -3.22 0.353
H 2.18 5.92 -4.32 0.353
H 0.49 5.74 -2.44 0.337
H 2.45 3.53 -3.09 0.358
H 0.79 3.90 -3.64 0.390
H 0.40 1.47 -2.57 0.138
H 0.81 1.43 -0.82 0.182
H 2.05 1.54 -2.06 0.390
H 1.33 5.07 -0.46 0.361
H 2.83 5.04 -0.97 0.308
C 0.16 -3.90 2.68 -1.572
C -0.60 -2.61 3.07 0.729
C -1.10 -2.69 4.50 -0.937
O -2.03 -1.66 4.71 -0.230
C -2.65 -1.66 5.97 -0.842
N 0.31 -1.47 2.85 -0.450
H 0.45 -3.85 1.63 0.325
H -0.56 -4.71 2.69 0.421
H 0.96 -4.00 3.41 0.364
H -1.48 -2.68 2.43 0.129
H -0.23 -2.62 5.18 0.333
H -1.50 -3.67 4.81 0.441
H -2.18 -0.92 6.62 0.303
H -2.73 -2.64 6.46 0.338
H -3.68 -1.33 5.83 0.236
H -0.14 -0.56 2.96 0.034
H 0.94 -1.51 3.65 0.324
```

=====

This record from OMol25 describes C4H3NO as an isolated structure at a distorted geometry. The level of theory is ωB97M-V/def2-TZVPD.

Values from the calculation:
Gap between HOMO and LUMO (spin up / spin down) ... 8.0 / 7.5 eV
Energy relative to the best compared isomer or geometry (same formula, charge and spin) ... 620.9 kJ/mol

```
9
Properties=species:S:1:pos:R:3:mulliken_charge:R:1
C 1.23 0.26 1.61 0.168
C 0.68 -1.01 2.10 -0.161
C -0.17 0.29 0.17 0.447
C -0.51 0.14 -1.29 -0.997
N 0.68 1.05 0.76 -0.286
O -0.08 -1.17 1.15 -0.161
H -0.88 1.08 -1.48 0.347
H -1.31 -0.50 -1.25 0.320
H 0.35 -0.14 -1.76 0.323
```